# CHN3O

A 2-piece molecular cluster, CHN3O overall in a non-equilibrium geometry (wB97M-V/def2-TZVPD, OMol25).

Calculated values
largest force on an atom: 0.0586 Eh/bohr
HOMO level: -8.69 eV
relative energy (zero: lowest compared OMol25 entry of this formula, charge and spin): 224.4 kcal per mole
lowest unoccupied orbital energy: -1.078 eV

Cartesian coordinates (Å):
C: 0.280 0.875 0.312
N: -0.175 0.935 1.563
N: -0.641 1.798 0.673
N: -0.762 -1.193 -0.577
O: 0.289 -1.508 -1.093
H: 1.009 -0.908 -0.877

natural (NBO) population analysis, charges in e, atoms 1 to 2: C 0.0734; N -0.0825



# C17H24N2O6S

A single C17H24N2O6S molecule in a non-equilibrium geometry (wB97M-V/def2-TZVPD, OMol25).

Calculated values
largest force on an atom: 0.0520 Eh/bohr
HOMO level: -9.83 eV
relative energy (zero: lowest compared OMol25 entry of this formula, charge and spin): 12.8 kcal per mole
structure (SMILES): CS(=O)(=O)c1ccc(C[C@@H](N)[C@H](O)C(=O)NC2(C(=O)O)CCCC2)cc1
lowest unoccupied orbital energy: 0.385 eV

Cartesian coordinates (Å):
C: -7.074 0.424 -0.467
S: -5.796 0.211 -1.688
O: -5.826 1.395 -2.584
O: -5.955 -1.078 -2.390
C: -4.329 0.199 -0.608
C: -3.715 1.390 -0.187
C: -2.789 1.357 0.851
C: -2.428 0.133 1.425
C: -1.437 0.085 2.605
C: -0.055 0.632 2.244
N: 0.735 0.680 3.469
C: 0.612 -0.281 1.206
O: 0.906 -1.568 1.817
C: 1.872 0.331 0.558
O: 2.359 1.412 0.896
N: 2.488 -0.468 -0.407
C: 3.922 -0.323 -0.748
C: 4.858 -0.460 0.468
O: 5.921 0.116 0.443
O: 4.486 -1.282 1.472
C: 4.195 -1.395 -1.800
C: 3.638 -0.878 -3.156
C: 3.454 0.618 -2.989
C: 4.119 0.959 -1.626
C: -2.876 -1.071 0.876
C: -3.881 -1.033 -0.101
H: -7.967 0.677 -1.003
H: -7.222 -0.483 0.162
H: -6.872 1.238 0.197
H: -4.078 2.302 -0.648
H: -2.354 2.305 1.195
H: -1.851 0.675 3.427
H: -1.374 -0.933 2.978
H: -0.143 1.660 1.871
H: 1.644 1.031 3.263
H: 0.263 1.198 4.210
H: -0.041 -0.488 0.345
H: 1.149 -1.354 2.740
H: 2.070 -1.335 -0.639
H: 5.202 -1.228 2.175
H: 3.762 -2.375 -1.527
H: 5.282 -1.518 -1.948
H: 4.281 -1.197 -4.012
H: 2.669 -1.331 -3.377
H: 3.934 1.135 -3.853
H: 2.367 0.857 -2.979
H: 3.580 1.859 -1.259
H: 5.183 1.205 -1.704
H: -2.576 -2.053 1.245
H: -4.314 -1.951 -0.437

natural (NBO) population analysis, charges in e, atoms 1 to 2: C -0.8740; S 2.1174



# C3H9NO2

A 2-piece molecular cluster, C3H9NO2 overall in a non-equilibrium geometry (wB97M-V/def2-TZVPD, OMol25).

Calculated values
largest force on an atom: 0.1035 Eh/bohr
HOMO level: -9.67 eV
relative energy (zero: lowest compared OMol25 entry of this formula, charge and spin): 40.4 kcal per mole
structure (SMILES): CC(N)=O.CO
lowest unoccupied orbital energy: 0.788 eV

Cartesian coordinates (Å):
C: -0.228 1.556 0.085
C: 0.878 0.680 0.547
N: 2.019 1.286 1.048
O: 1.021 -0.513 0.221
H: -1.096 1.208 -0.480
H: 0.239 2.255 -0.686
H: -0.694 2.209 0.944
H: 2.707 0.700 1.269
H: 2.061 2.200 1.222
C: -1.457 -1.924 -0.495
O: -0.614 -1.725 -1.663
H: -2.503 -1.739 -0.745
H: -1.395 -3.013 -0.180
H: -1.211 -1.264 0.338
H: 0.272 -1.915 -1.424

natural (NBO) population analysis, charges in e, atoms 1 to 2: C -0.7352; C 0.6629



# C23H46O11

A 6-piece molecular cluster, C23H46O11 overall in a non-equilibrium geometry (wB97M-V/def2-TZVPD, OMol25).

Calculated values
largest force on an atom: 0.2436 Eh/bohr
HOMO level: -9.76 eV
relative energy (zero: lowest compared OMol25 entry of this formula, charge and spin): 96.3 kcal per mole
structure (SMILES): CCOC(C)=O.CCOC(C)=O.CCOC(C)=O.CCOC(C)=O.CCOC(C)=O.CC(C)=O
lowest unoccupied orbital energy: 0.523 eV

Cartesian coordinates (Å):
C: -0.870 -3.026 -4.123
C: 0.054 -4.148 -4.667
O: 1.164 -3.528 -5.114
C: 1.976 -4.264 -5.911
C: 3.314 -3.418 -6.185
O: 1.939 -5.314 -6.372
H: -0.369 -2.595 -3.276
H: -1.868 -3.604 -3.675
H: -1.393 -2.404 -4.746
H: 0.449 -4.893 -3.788
H: -0.522 -4.794 -5.304
H: 3.198 -2.644 -6.817
H: 4.129 -4.133 -6.640
H: 3.633 -3.133 -5.217
C: -5.201 1.051 2.877
C: -4.164 2.072 2.370
O: -2.956 1.354 2.521
C: -1.769 2.071 2.204
C: -0.635 1.197 2.345
O: -1.699 3.372 1.986
H: -6.201 1.506 2.945
H: -4.846 0.731 3.945
H: -5.585 0.317 2.146
H: -4.328 2.317 1.470
H: -4.370 2.963 2.706
H: -0.978 0.675 3.271
H: 0.290 1.678 2.513
H: -0.500 0.444 1.513
C: 3.128 -3.722 -0.589
C: 1.668 -3.927 -0.873
O: 0.992 -4.579 0.161
C: -0.253 -4.658 0.186
C: -0.820 -5.094 1.556
O: -1.051 -4.543 -0.743
H: 3.488 -4.659 -0.266
H: 3.132 -3.005 0.305
H: 3.673 -3.264 -1.490
H: 1.480 -3.145 -1.258
H: 1.326 -4.639 -1.735
H: -0.242 -5.946 1.724
H: -1.767 -5.207 1.538
H: -0.530 -4.388 2.379
C: 2.435 6.301 5.962
C: 2.607 5.151 4.986
O: 2.055 5.440 3.768
C: 1.895 4.529 2.823
C: 1.096 5.066 1.722
O: 2.274 3.374 2.920
H: 3.267 7.101 5.902
H: 2.776 5.949 6.957
H: 1.438 6.617 5.986
H: 3.647 4.925 4.885
H: 2.090 4.284 5.515
H: 1.570 5.877 1.414
H: 0.284 5.544 2.077
H: 0.931 4.343 0.990
C: -2.592 -1.417 -0.458
C: -3.342 -0.123 -0.787
O: -2.357 0.875 -0.902
C: -2.845 2.113 -1.262
C: -1.653 3.149 -1.551
O: -3.987 2.429 -1.434
H: -1.655 -1.309 0.174
H: -2.433 -2.053 -1.504
H: -3.298 -2.056 0.136
H: -3.941 -0.252 -1.476
H: -3.776 0.266 0.164
H: -1.015 2.805 -2.582
H: -1.056 3.061 -0.480
H: -2.200 4.096 -1.793
C: 1.853 0.293 -1.833
C: 1.853 0.031 -0.301
C: 2.703 0.897 0.557
O: 1.101 -0.971 0.025
H: 2.846 0.640 -1.994
H: 1.147 1.109 -2.088
H: 1.511 -0.549 -2.450
H: 3.624 0.368 0.841
H: 2.173 1.151 1.306
H: 2.893 1.897 -0.089

Mulliken population analysis, charges in e, atoms 1 to 2: C -0.8053; C -0.2386



# C2H2NO2S

An isolated ion of composition C2H2NO2S and charge -1 in a non-equilibrium geometry (wB97M-V/def2-TZVPD, OMol25).

Calculated values
largest force on an atom: 0.1413 Eh/bohr
HOMO level (alpha / beta): -3.84 / -3.83 eV
relative energy (zero: lowest compared OMol25 entry of this formula, charge and spin): 118.1 kcal per mole
structure (SMILES): C=NC#S(=O)[O-]
lowest unoccupied orbital energy (alpha / beta): 3.594 / 3.594 eV
charge: -1

Cartesian coordinates (Å):
C: 0.345 1.215 -1.744
N: -0.038 -0.051 -0.702
C: -0.154 -0.914 0.177
S: -0.606 -0.344 1.918
O: 0.723 -0.727 2.499
O: -1.709 -1.244 2.380
H: -0.095 1.091 -2.752
H: 1.534 0.974 -1.776

natural (NBO) population analysis, charges in e, atoms 1 to 2: C -0.5893; N -0.3253



# C29H41Cl5P2W

C29H41Cl5P2W as an isolated structure in a non-equilibrium geometry (wB97M-V/def2-TZVPD, OMol25).

Calculated values
largest force on an atom: 0.1078 Eh/bohr
HOMO level (alpha / beta): -12.17 / -13.36 eV
<S²>: 2.042
lowest unoccupied orbital energy (alpha / beta): -7.773 / -7.759 eV
charge: +2
spin multiplicity: 3

Cartesian coordinates (Å):
W: 0.935 -1.229 -2.288
C: -0.134 1.395 -2.046
C: -0.848 0.083 -2.388
C: 0.158 -0.281 -0.326
C: 0.647 0.980 -0.789
C: -0.897 -0.735 -1.206
C: -1.132 2.568 -1.819
H: -1.889 2.622 -2.612
H: -0.621 3.537 -1.753
H: -1.663 2.409 -0.873
C: 1.275 1.902 0.118
H: 1.706 2.788 -0.356
H: 2.346 1.436 0.970
H: 0.580 2.230 0.900
C: 0.383 -0.884 1.020
H: -0.475 -0.667 1.677
H: 1.291 -0.482 1.483
H: 0.487 -1.974 0.958
C: -1.954 -1.714 -0.846
H: -2.720 -1.224 -0.224
H: -1.533 -2.535 -0.267
H: -2.441 -2.125 -1.736
C: -1.857 -0.097 -3.471
H: -2.880 0.059 -3.090
H: -1.818 -1.117 -3.859
H: -1.703 0.577 -4.317
C: 2.835 -0.769 -2.504
C: 2.004 -0.022 -3.562
C: 1.945 -0.609 -4.967
C: 1.004 -1.808 -5.162
C: 0.435 -2.353 -3.867
C: 1.339 -3.070 -2.919
C: 2.817 -3.217 -3.214
C: 3.662 -1.933 -2.979
H: 2.962 -0.869 -5.304
H: 1.537 -2.593 -5.725
H: 1.626 0.195 -5.644
H: 4.228 -1.666 -3.880
H: 3.344 -0.088 -1.825
H: 2.525 0.975 -3.660
H: 4.425 -2.142 -2.219
H: 3.216 -3.987 -2.538
H: 0.915 -3.950 -2.447
H: 2.983 -3.608 -4.231
H: 0.180 -1.511 -5.832
H: -0.556 -2.808 -3.962
P: 0.997 2.058 -3.412
C: 2.201 3.286 -2.898
C: 0.114 2.380 -4.933
P: 0.306 -5.466 1.011
C: 0.435 -4.153 -0.128
C: -0.392 -6.725 -0.176
C: 2.111 -5.938 1.021
H: 2.725 2.982 -1.981
H: 1.699 4.254 -2.745
H: 2.963 3.391 -3.689
H: -0.065 1.476 -5.529
H: 0.708 3.074 -5.545
H: -0.852 2.858 -4.726
H: 2.464 -6.055 -0.014
H: 2.250 -6.873 1.584
H: 2.664 -5.127 1.511
H: 1.363 -3.576 -0.192
H: -0.319 -4.088 -0.918
H: -0.808 -7.558 0.409
H: 0.395 -7.097 -0.846
H: -1.190 -6.262 -0.768
Cl: 1.678 3.284 3.055
C: 2.990 2.162 2.969
C: 3.125 1.345 1.862
C: 4.141 0.409 1.813
Cl: 4.180 -0.757 0.531
C: 5.118 0.339 2.831
Cl: 6.430 -0.747 2.695
C: 4.976 1.160 3.973
Cl: 6.088 1.029 5.254
C: 3.894 2.066 4.057
Cl: 3.669 3.009 5.461

Mulliken population analysis, charges in e, atoms 1 to 2: W 0.2557; C 2.2689



> Among the records above, which one has the highest largest force on an atom?

C23H46O11



> Number 4 is which compound?

C23H46O11